{
  "formula": "C34H60N9O14",
  "method": "ωB97M-V/def2-TZVPD",
  "symbols": ["C", "O", "O", "O", "H", "C", "C", "C", "C", "C", "C", "N", "O", "O", "H", "H", "H", "H", "H", "C", "C", "C", "C", "C", "C", "N", "O", "O", "H", "H", "H", "H", "H", "C", "O", "N", "C", "C", "H", "H", "H", "H", "H", "H", "H", "C", "O", "N", "C", "C", "H", "H", "H", "H", "H", "H", "H", "C", "O", "N", "C", "C", "H", "H", "H", "H", "H", "H", "H", "C", "O", "N", "C", "C", "H", "H", "H", "H", "H", "H", "H", "C", "O", "N", "C", "C", "H", "H", "H", "H", "H", "H", "H", "C", "O", "N", "C", "C", "H", "H", "H", "H", "H", "H", "H", "C", "O", "N", "C", "C", "H", "H", "H", "H", "H", "H", "H"],
  "positions_angstrom": [[0.3183, 0.0371, -0.4120], [0.1484, 0.5191, -1.5148], [1.6105, -0.4829, -0.1332], [-0.5038, 0.1809, 0.5171], [2.2100, -0.5302, -0.8962], [-2.4244, -3.5308, 1.5946], [-2.9918, -4.8695, 1.3346], [-3.5772, -5.1687, -0.0376], [-3.4382, -4.1516, -1.1067], [-2.8308, -2.7508, -0.7849], [-2.4082, -2.4877, 0.6384], [-3.8892, -4.3485, -2.5163], [-4.6798, -5.3395, -2.7011], [-3.5743, -3.5862, -3.4055], [-2.2503, -3.0983, 2.5709], [-3.1747, -5.6448, 2.2682], [-4.0074, -6.1590, -0.3074], [-2.7740, -1.8770, -1.3593], [-2.0420, -1.4882, 0.7833], [-2.9685, 0.3640, 3.8417], [-3.9764, 0.5707, 5.0163], [-5.0160, 1.8319, 4.8340], [-4.7667, 2.7450, 3.6608], [-3.8326, 2.3593, 2.5421], [-3.0350, 1.1493, 2.7387], [-5.7508, 3.9816, 3.5528], [-5.3856, 4.9311, 2.8108], [-6.9014, 3.8490, 4.0116], [-2.1563, -0.4368, 3.9373], [-4.0717, -0.1609, 5.8283], [-5.8248, 1.9466, 5.4038], [-3.8234, 2.9919, 1.5335], [-2.3527, 0.7654, 1.9475], [6.2727, 0.2557, 2.8109], [5.8189, 1.3865, 2.6236], [5.6060, -0.8365, 2.4455], [6.2355, -2.1866, 2.6366], [4.5131, -0.8494, 1.5129], [7.3506, 0.0949, 3.1719], [6.6940, -2.6807, 1.7151], [5.4449, -2.8175, 2.8151], [7.0598, -2.1189, 3.3728], [3.8859, -1.6187, 1.9757], [4.7824, -1.1266, 0.3837], [4.1406, -0.0662, 1.5599], [2.6313, -1.0014, -3.3371], [3.1662, -1.3573, -2.2724], [3.2857, -1.1701, -4.5007], [2.6381, -0.8673, -5.7661], [4.7235, -1.5404, -4.6456], [1.5507, -0.6731, -3.5517], [1.3273, -0.8257, -5.7682], [2.9347, -1.8675, -6.4085], [2.7968, 0.0158, -6.0373], [4.9693, -1.5008, -5.6964], [4.8918, -2.5063, -4.2778], [5.3535, -0.8115, -4.2160], [-2.3023, 2.8620, -0.3956], [-2.0980, 4.0634, -0.1310], [-3.4772, 2.5147, -0.8877], [-3.7718, 1.0969, -1.0310], [-4.6336, 3.4268, -1.2100], [-1.4203, 2.1083, -0.2814], [-2.9740, 0.5017, -1.0418], [-4.5514, 0.9200, -1.8011], [-4.0849, 0.7161, -0.0787], [-5.6592, 3.1319, -1.7992], [-4.1431, 4.3482, -1.6385], [-4.9012, 3.6593, -0.1069], [-1.4320, -0.1367, -6.5311], [-0.2941, 0.4316, -6.6439], [-2.0679, -0.2461, -5.3089], [-3.3781, -0.9538, -5.2843], [-1.4344, 0.0891, -4.0984], [-1.8007, -0.9302, -7.3659], [-3.3842, -1.9615, -5.5108], [-3.9989, -0.6384, -5.8980], [-3.9483, -0.8786, -4.3590], [-1.8709, 1.1121, -3.6108], [-0.3714, 0.3564, -4.1929], [-1.3866, -0.6152, -3.3204], [1.1119, -3.5721, 1.1442], [1.2126, -4.5267, 0.3137], [1.5589, -3.5432, 2.4257], [1.4297, -2.3615, 3.1882], [2.1459, -4.6731, 2.9373], [0.5404, -2.6726, 0.7783], [2.0277, -2.2657, 4.0820], [0.3601, -2.4420, 3.4805], [1.4584, -1.3143, 2.5868], [3.2745, -4.4773, 3.2569], [2.3120, -5.4174, 2.1923], [1.7161, -5.1412, 3.8081], [3.0461, 2.4463, 4.6195], [3.5110, 2.4367, 5.7126], [1.8328, 1.9133, 4.2800], [1.5040, 2.0822, 2.7591], [0.9547, 1.1671, 5.1965], [3.5273, 2.9173, 3.7188], [0.8830, 1.2533, 2.5937], [2.1616, 2.1420, 2.0063], [0.9775, 2.9027, 2.6372], [0.0927, 2.0060, 5.6048], [1.3686, 0.8664, 6.1658], [0.1536, 0.7939, 4.6313], [1.6472, 3.6664, -0.5682], [2.0487, 4.2867, 0.4591], [1.8296, 4.0217, -1.8216], [1.3702, 3.1946, -2.9673], [2.3223, 5.3542, -2.1930], [1.3477, 2.5890, -0.4015], [1.7203, 3.5126, -3.7878], [0.3939, 2.8689, -3.0416], [1.8730, 2.3470, -3.1626], [1.5976, 6.1072, -2.1863], [2.9577, 5.4252, -3.0522], [3.1824, 5.6863, -1.6067]],
  "atomic_forces_ev_per_a": [[1.284, 1.130, 0.983], [0.045, 0.157, -3.000], [-1.417, -0.058, 1.370], [0.239, -1.393, 1.348], [-0.533, -0.101, -0.457], [-2.002, -0.651, -1.339], [-1.243, 0.584, -0.875], [2.013, 2.169, 0.558], [1.919, 3.044, 2.675], [-0.847, -4.537, 4.450], [-1.271, -2.925, -4.159], [-2.313, -2.584, 0.241], [2.112, 2.329, 0.535], [0.187, -0.188, 0.892], [0.396, -0.998, 0.517], [0.667, 2.100, -2.833], [0.351, 1.008, 0.399], [-0.117, 0.508, -1.602], [0.288, 0.251, 0.541], [-2.541, -0.463, 5.231], [-0.848, 3.818, -4.443], [7.742, -2.695, -5.006], [0.505, -2.741, 0.507], [-1.536, 0.464, 1.507], [-0.150, 1.967, -2.112], [-0.150, -0.192, -2.349], [-0.722, -2.330, 2.249], [2.523, 0.343, -0.335], [-1.520, 1.119, -0.210], [-0.009, 0.619, -0.323], [-2.850, 0.595, 2.486], [0.209, -1.470, 2.688], [-0.469, 0.991, 0.122], [0.485, 2.257, -0.852], [0.771, -0.941, 0.484], [2.402, -2.987, -0.316], [2.079, 2.011, -1.617], [5.968, -13.089, -1.608], [-1.367, -0.017, 0.083], [-0.392, 1.242, 0.564], [-1.613, -1.706, 1.387], [-0.890, -0.273, -0.054], [-0.592, 0.091, -0.936], [-0.316, 0.460, 2.466], [-6.658, 12.972, 0.331], [0.561, -1.541, 0.209], [-1.084, 1.260, -0.764], [0.141, 0.620, -0.710], [-4.944, -9.955, 1.420], [-1.922, 1.010, -0.561], [1.304, -0.195, 1.061], [3.924, -0.521, 0.530], [-0.881, 3.229, 0.671], [2.182, 7.093, -3.266], [-0.172, -0.217, -0.352], [0.377, -1.325, 0.742], [0.667, 0.693, 1.049], [2.427, 2.817, 0.324], [0.116, -1.023, 0.015], [-2.269, -2.994, -2.668], [-3.324, 1.814, 0.607], [0.199, 1.436, 2.312], [-1.966, 0.461, -0.223], [3.955, -1.953, -1.497], [0.800, -0.079, 0.420], [-1.534, -0.053, 0.837], [3.250, -0.162, 1.315], [-0.927, -0.849, 0.384], [-0.574, 0.495, -1.990], [3.331, -0.978, 0.598], [-3.718, -1.400, -0.199], [-1.290, -1.381, -2.534], [4.730, -0.976, 5.641], [0.620, 4.743, 1.621], [0.185, 2.246, 1.582], [1.019, -2.475, -0.108], [-5.290, 3.900, -6.160], [0.805, 0.257, 0.521], [0.709, -2.372, -0.997], [-0.431, -0.084, -0.665], [-0.698, -1.403, 0.771], [-0.862, -1.378, -3.214], [0.075, 2.050, 2.775], [0.132, 0.438, -2.591], [-2.833, 3.277, -0.540], [4.606, -1.256, 1.680], [0.806, -0.362, 0.799], [0.457, -0.399, -0.033], [0.412, 0.850, 0.743], [0.319, -2.675, 0.964], [-1.949, -0.025, -0.322], [-0.494, -0.485, -0.755], [-0.710, 0.089, 0.379], [-1.515, -0.093, -2.066], [1.111, -0.015, 2.284], [1.573, 0.088, -2.184], [-1.231, -3.586, 5.318], [-1.789, 5.620, 0.789], [-0.089, -0.283, 0.637], [-1.025, -1.151, -0.772], [3.792, -0.274, -1.784], [-2.916, 4.089, -0.252], [2.251, -1.262, -0.329], [0.145, -0.767, -0.969], [-0.302, -2.428, -0.743], [1.871, -0.897, 4.316], [-1.197, -0.649, -2.585], [-0.171, 0.638, -3.094], [-1.071, 0.100, 5.759], [2.080, -0.720, 1.162], [-0.406, 0.945, -0.669], [1.641, 4.408, -6.251], [-2.417, 0.153, 0.346], [2.211, -4.038, 1.322], [-1.238, 1.036, -0.045], [-0.695, -0.883, -1.692], [-0.668, -0.183, 1.492]],
  "lowdin_charge": [-0.807, -0.025, 0.006, -0.081, 0.037, -0.099, -0.044, 0.004, -0.080, 0.095, -0.054, -0.342, 0.007, 0.064, 0.081, 0.140, 0.100, 0.054, 0.055, -0.102, 0.039, 0.056, -0.065, 0.042, -0.127, -0.316, 0.037, 0.032, 0.109, 0.060, 0.018, 0.115, 0.085, -0.342, -0.001, -0.170, -0.040, -0.004, 0.146, 0.104, 0.026, 0.086, 0.088, 0.163, -0.058, -0.287, -0.016, -0.192, -0.057, -0.018, 0.141, 0.148, 0.145, -0.017, 0.073, 0.072, 0.075, -0.358, -0.044, -0.199, -0.064, -0.031, 0.151, 0.012, 0.100, 0.070, 0.135, 0.088, 0.085, -0.263, -0.089, -0.153, -0.027, -0.092, 0.175, 0.060, -0.006, 0.101, 0.144, 0.058, 0.055, -0.274, -0.045, -0.229, -0.077, -0.101, 0.129, 0.083, 0.080, 0.135, 0.121, 0.071, 0.081, -0.392, 0.015, -0.135, 0.019, -0.056, 0.142, 0.048, 0.035, 0.034, 0.134, 0.078, 0.018, -0.302, -0.042, -0.104, -0.008, -0.041, 0.146, 0.015, 0.072, 0.052, 0.073, 0.074, 0.088],
  "homo_energy_ev": -6.17,
  "gap_ev": 6.979,
  "charge": -1
}